Formula: C71H111F7N2O11
Source: OMol25
Level of theory: wB97M-V/def2-TZVPD

Each atom is followed by the atoms it is bonded to, with distances in Å.
Element x y z (Å)
1 C 7.11 -25.68 -12.92  C2 1.520, H11 1.090, H12 1.090, H13 1.090
2 C 7.50 -25.93 -14.37  C1 1.520, N3 1.547, H14 1.090, H15 1.090
3 N 7.40 -24.76 -15.38  C2 1.547, C4 1.551, C5 1.568, C7 1.572
4 C 5.96 -24.20 -15.45  N3 1.551, H16 1.090, H17 1.090, H18 1.090
5 C 8.40 -23.64 -14.91  N3 1.568, C6 1.536, H19 1.090, H20 1.090
6 C 8.47 -22.42 -15.84  C5 1.536, H21 1.090, H22 1.090, H23 1.090
7 C 7.60 -25.23 -16.87  N3 1.572, C8 1.571, H24 1.090, H25 1.090
8 C 8.97 -25.93 -17.17  C7 1.571, O9 1.423, H26 1.090, H27 1.090
9 O 9.11 -27.16 -16.47  C8 1.423, C10 1.396
10 C 10.21 -27.81 -17.03  O9 1.396, H28 1.090, H29 1.090, H30 1.090
11 H 7.26 -26.57 -12.31  C1 1.090
12 H 6.07 -25.41 -12.74  C1 1.090
13 H 7.76 -24.91 -12.50  C1 1.090
14 H 6.92 -26.74 -14.81  C2 1.090
15 H 8.57 -26.15 -14.39  C2 1.090
16 H 5.90 -23.38 -16.17  C4 1.090
17 H 5.64 -23.79 -14.49  C4 1.090
18 H 5.35 -25.08 -15.70  C4 1.090
19 H 9.38 -24.11 -14.92  C5 1.090
20 H 8.07 -23.29 -13.94  C5 1.090
21 H 8.89 -22.69 -16.80  C6 1.090
22 H 9.20 -21.69 -15.47  C6 1.090
23 H 7.53 -21.91 -16.07  C6 1.090
24 H 7.52 -24.34 -17.49  C7 1.090
25 H 6.82 -25.91 -17.19  C7 1.090
26 H 9.78 -25.28 -16.85  C8 1.090
27 H 8.96 -25.94 -18.26  C8 1.090
28 H 10.25 -28.80 -16.57  C10 1.090
29 H 11.13 -27.28 -16.77  C10 1.090
30 H 10.23 -27.99 -18.11  C10 1.090
31 N 5.08 -24.03 -19.03  O32 1.234, O33 1.206, O34 1.270
32 O 4.48 -24.14 -17.96  N31 1.234
33 O 5.99 -23.25 -19.14  N31 1.206
34 O 4.71 -24.81 -19.97  N31 1.270
35 C 10.47 -22.50 -20.72  C36 1.567, H39 1.090, H40 1.090, H41 1.090
36 C 8.98 -22.98 -20.69  C35 1.567, C37 1.485, O38 1.398, H42 1.090
37 C 8.85 -24.35 -21.26  C36 1.485, H43 1.090, H44 1.090, H45 1.090
38 O 8.64 -22.93 -19.33  C36 1.398, H46 0.960
39 H 11.04 -23.17 -20.08  C35 1.090
40 H 10.80 -21.54 -20.32  C35 1.090
41 H 10.96 -22.58 -21.69  C35 1.090
42 H 8.35 -22.34 -21.31  C36 1.090
43 H 9.38 -24.43 -22.21  C37 1.090
44 H 7.83 -24.70 -21.36  C37 1.090
45 H 9.29 -25.03 -20.53  C37 1.090
46 H 7.71 -23.18 -19.29  O38 0.960
47 C 11.38 -27.86 -13.82  C48 1.542, H51 1.090, H52 1.090, H53 1.090
48 C 11.89 -29.26 -13.42  C47 1.542, C49 1.504, O50 1.419, H54 1.090
49 C 12.23 -30.14 -14.59  C48 1.504, H55 1.090, H56 1.090, H57 1.090
50 O 13.07 -29.12 -12.64  C48 1.419, H58 0.960
51 H 11.40 -27.23 -12.93  C47 1.090
52 H 10.32 -27.93 -14.06  C47 1.090
53 H 12.01 -27.38 -14.57  C47 1.090
54 H 11.12 -29.81 -12.88  C48 1.090
55 H 13.05 -29.77 -15.20  C49 1.090
56 H 11.33 -30.23 -15.20  C49 1.090
57 H 12.42 -31.16 -14.26  C49 1.090
58 H 13.38 -29.99 -12.37  O50 0.960
59 C 8.19 -31.26 -14.82  C60 1.566, H63 1.090, H64 1.090, H65 1.090
60 C 7.89 -30.74 -13.37  C59 1.566, C61 1.523, O62 1.335, H66 1.090
61 C 6.51 -30.12 -13.19  C60 1.523, H67 1.090, H68 1.090, H69 1.090
62 O 7.98 -31.79 -12.54  C60 1.335, H70 0.960
63 H 9.22 -31.60 -14.90  C59 1.090
64 H 8.16 -30.41 -15.50  C59 1.090
65 H 7.56 -32.05 -15.22  C59 1.090
66 H 8.57 -29.95 -13.08  C60 1.090
67 H 6.35 -29.33 -13.92  C61 1.090
68 H 6.45 -29.62 -12.23  C61 1.090
69 H 5.69 -30.84 -13.25  C61 1.090
70 H 7.26 -32.35 -12.85  O62 0.960
71 C 11.33 -19.30 -16.24  C72 1.562, H75 1.090, H76 1.090, H77 1.090
72 C 12.74 -18.64 -16.07  C71 1.562, C73 1.573, O74 1.388, H78 1.090
73 C 12.78 -17.24 -15.37  C72 1.573, H79 1.090, H80 1.090, H81 1.090
74 O 13.46 -19.55 -15.32  C72 1.388, H82 0.960
75 H 10.83 -19.33 -15.27  C71 1.090
76 H 11.39 -20.29 -16.69  C71 1.090
77 H 10.73 -18.72 -16.95  C71 1.090
78 H 13.15 -18.46 -17.07  C72 1.090
79 H 13.78 -17.00 -15.01  C73 1.090
80 H 12.11 -17.28 -14.51  C73 1.090
81 H 12.45 -16.40 -15.98  C73 1.090
82 H 13.60 -20.36 -15.82  O74 0.960
83 C 3.85 -23.15 -10.91  C84 1.477, H87 1.090, H88 1.090, H89 1.090
84 C 3.49 -24.50 -10.43  C83 1.477, C85 1.517, O86 1.437, H90 1.090
85 C 4.65 -25.28 -9.84  C84 1.517, H91 1.090, H92 1.090, H93 1.090
86 O 2.50 -24.35 -9.40  C84 1.437, H94 0.960
87 H 4.74 -23.19 -11.54  C83 1.090
88 H 4.22 -22.56 -10.07  C83 1.090
89 H 3.01 -22.59 -11.33  C83 1.090
90 H 3.00 -25.06 -11.23  C84 1.090
91 H 5.11 -24.86 -8.95  C85 1.090
92 H 5.38 -25.22 -10.65  C85 1.090
93 H 4.41 -26.32 -9.62  C85 1.090
94 H 1.91 -23.61 -9.56  O86 0.960
95 C 12.59 -22.86 -14.83  C96 1.573, H99 1.090, H100 1.090, H101 1.090
96 C 13.37 -23.00 -16.19  C95 1.573, C97 1.507, O98 1.440, H102 1.090
97 C 12.56 -23.32 -17.41  C96 1.507, H103 1.090, H104 1.090, H105 1.090
98 O 14.32 -21.95 -16.47  C96 1.440, H106 0.960
99 H 12.16 -23.80 -14.49  C95 1.090
100 H 11.83 -22.08 -14.91  C95 1.090
101 H 13.27 -22.47 -14.08  C95 1.090
102 H 13.99 -23.89 -16.00  C96 1.090
103 H 11.84 -22.54 -17.69  C97 1.090
104 H 11.97 -24.22 -17.24  C97 1.090
105 H 13.24 -23.52 -18.24  C97 1.090
106 H 14.84 -22.22 -17.23  O98 0.960
107 C 12.49 -23.83 -10.63  C108 1.524, H111 1.090, H112 1.090, H113 1.090
108 C 11.00 -23.97 -10.93  C107 1.524, C109 1.552, O110 1.383, H114 1.090
109 C 10.32 -22.78 -11.66  C108 1.552, H115 1.090, H116 1.090, H117 1.090
110 O 10.87 -25.15 -11.65  C108 1.383, H118 0.960
111 H 12.63 -22.87 -10.13  C107 1.090
112 H 13.12 -23.92 -11.51  C107 1.090
113 H 12.77 -24.70 -10.04  C107 1.090
114 H 10.49 -24.05 -9.97  C108 1.090
115 H 10.99 -22.22 -12.30  C109 1.090
116 H 9.75 -22.05 -11.09  C109 1.090
117 H 9.55 -23.24 -12.28  C109 1.090
118 H 11.31 -25.86 -11.18  O110 0.960
119 F 13.37 -26.28 -18.30  C120 1.325
120 C 13.10 -26.27 -19.60  F119 1.325, C121 1.381, C125 1.364
121 C 13.70 -25.31 -20.40  C120 1.381, C122 1.362, H126 1.080
122 C 13.38 -25.23 -21.72  C121 1.362, C123 1.388, H127 1.080
123 C 12.54 -26.16 -22.33  C122 1.388, C124 1.390, H128 1.080
124 C 12.04 -27.19 -21.54  C123 1.390, C125 1.374, H129 1.080
125 C 12.27 -27.18 -20.18  C120 1.364, C124 1.374, H130 1.080
126 H 14.25 -24.51 -19.94  C121 1.080
127 H 13.75 -24.42 -22.33  C122 1.080
128 H 12.28 -26.12 -23.37  C123 1.080
129 H 11.55 -28.04 -21.99  C124 1.080
130 H 11.92 -28.04 -19.64  C125 1.080
131 F 8.82 -17.92 -18.44  C132 1.355
132 C 7.51 -18.20 -18.65  F131 1.355, C133 1.372, C137 1.394
133 C 7.00 -19.46 -18.46  C132 1.372, C134 1.382, H138 1.080
134 C 5.67 -19.75 -18.71  C133 1.382, C135 1.377, H139 1.080
135 C 4.87 -18.75 -19.22  C134 1.377, C136 1.383, H140 1.080
136 C 5.35 -17.49 -19.51  C135 1.383, C137 1.404, H141 1.080
137 C 6.67 -17.20 -19.15  C132 1.394, C136 1.404, H142 1.080
138 H 7.65 -20.24 -18.09  C133 1.080
139 H 5.25 -20.72 -18.49  C134 1.080
140 H 3.87 -19.06 -19.47  C135 1.080
141 H 4.66 -16.76 -19.92  C136 1.080
142 H 7.14 -16.26 -19.37  C137 1.080
143 F 5.83 -29.65 -7.89  C144 1.358
144 C 6.75 -28.85 -8.49  F143 1.358, C145 1.404, C149 1.371
145 C 7.39 -29.41 -9.61  C144 1.404, C146 1.367, H150 1.080
146 C 8.32 -28.66 -10.27  C145 1.367, C147 1.397, H151 1.080
147 C 8.54 -27.33 -9.87  C146 1.397, C148 1.400, H152 1.080
148 C 7.90 -26.81 -8.74  C147 1.400, C149 1.378, H153 1.080
149 C 6.99 -27.58 -8.05  C144 1.371, C148 1.378, H154 1.080
150 H 7.30 -30.44 -9.91  C145 1.080
151 H 8.99 -29.09 -10.99  C146 1.080
152 H 9.23 -26.66 -10.35  C147 1.080
153 H 8.20 -25.85 -8.34  C148 1.080
154 H 6.42 -27.27 -7.18  C149 1.080
155 F 7.23 -21.72 -11.59  C156 1.373
156 C 7.26 -20.76 -12.57  F155 1.373, C157 1.384, C161 1.356
157 C 6.28 -20.84 -13.54  C156 1.384, C158 1.404, H162 1.080
158 C 6.33 -19.95 -14.62  C157 1.404, C159 1.377, H163 1.080
159 C 7.31 -18.98 -14.63  C158 1.377, C160 1.376, H164 1.080
160 C 8.29 -18.89 -13.67  C159 1.376, C161 1.404, H165 1.080
161 C 8.22 -19.81 -12.61  C156 1.356, C160 1.404, H166 1.080
162 H 5.60 -21.68 -13.50  C157 1.080
163 H 5.64 -20.08 -15.44  C158 1.080
164 H 7.25 -18.35 -15.50  C159 1.080
165 H 9.15 -18.27 -13.87  C160 1.080
166 H 8.93 -19.70 -11.79  C161 1.080
167 F 3.50 -22.40 -13.78  C168 1.405
168 C 2.94 -21.24 -14.34  F167 1.405, C169 1.361, C173 1.397
169 C 2.40 -20.28 -13.55  C168 1.361, C170 1.368, H174 1.080
170 C 1.92 -19.11 -14.06  C169 1.368, C171 1.436, H175 1.080
171 C 1.85 -18.95 -15.48  C170 1.436, C172 1.380, H176 1.080
172 C 2.29 -19.99 -16.28  C171 1.380, C173 1.393, H177 1.080
173 C 2.87 -21.13 -15.74  C168 1.397, C172 1.393, H178 1.080
174 H 2.53 -20.50 -12.50  C169 1.080
175 H 1.52 -18.28 -13.49  C170 1.080
176 H 1.46 -18.07 -15.98  C171 1.080
177 H 2.22 -19.81 -17.34  C172 1.080
178 H 3.34 -21.88 -16.36  C173 1.080
179 F 6.74 -31.74 -17.56  C180 1.338
180 C 6.22 -30.58 -17.97  F179 1.338, C181 1.387, C185 1.364
181 C 5.01 -30.24 -17.39  C180 1.387, C182 1.410, H186 1.080
182 C 4.51 -28.93 -17.53  C181 1.410, C183 1.387, H187 1.080
183 C 5.14 -28.09 -18.44  C182 1.387, C184 1.394, H188 1.080
184 C 6.32 -28.48 -19.07  C183 1.394, C185 1.381, H189 1.080
185 C 6.86 -29.73 -18.82  C180 1.364, C184 1.381, H190 1.080
186 H 4.65 -31.01 -16.72  C181 1.080
187 H 3.61 -28.67 -16.99  C182 1.080
188 H 4.71 -27.11 -18.58  C183 1.080
189 H 6.88 -27.85 -19.75  C184 1.080
190 H 7.79 -30.01 -19.28  C185 1.080
191 F 4.58 -27.18 -13.20  C192 1.340
192 C 3.54 -26.87 -13.98  F191 1.340, C193 1.410, C197 1.428
193 C 3.09 -25.54 -14.17  C192 1.410, C194 1.353, H198 1.080
194 C 1.94 -25.31 -14.83  C193 1.353, C195 1.438, H199 1.080
195 C 1.19 -26.40 -15.38  C194 1.438, C196 1.359, H200 1.080
196 C 1.63 -27.68 -15.27  C195 1.359, C197 1.395, H201 1.080
197 C 2.82 -27.94 -14.58  C192 1.428, C196 1.395, H202 1.080
198 H 3.57 -24.72 -13.66  C193 1.080
199 H 1.59 -24.29 -14.85  C194 1.080
200 H 0.21 -26.26 -15.83  C195 1.080
201 H 1.02 -28.46 -15.70  C196 1.080
202 H 3.17 -28.95 -14.47  C197 1.080

## Properties
**E_LUMO**: 0.398 eV
**Total charge**: 0
**Total energy**: -4407.89566 Eh